# C8H14Cl6O12S3

A cluster of 5 separate species, C8H14Cl6O12S3 in total at a distorted geometry (the ωB97M-V functional and the def2-TZVPD basis, the OMol25 dataset).

Properties
SMILES string: O=S1(=O)OCCO1.O=S1(=O)OCCO1.O=S1(=O)OCCO1.ClC(Cl)Cl.ClC(Cl)Cl
Kohn-Sham gap: 10.94 eV
HOMO: -11.3 eV
net charge: 0
relative energy (zero: lowest compared OMol25 entry of this formula, charge and spin): 27.02 kJ/mol
E_tot: -140729.81930 eV
largest force on an atom: 1.53 eV/A

Geometry as XYZ:
```
43
C8H14Cl6O12S3 the ωB97M-V functional and the def2-TZVPD basis
C 3.970 2.868 3.315
Cl 3.539 3.746 4.796
Cl 3.396 3.767 1.887
Cl 3.314 1.249 3.321
H 5.045 2.804 3.212
C 0.916 2.015 -0.386
Cl -0.538 2.275 0.582
Cl 0.583 1.841 -2.118
Cl 1.811 0.584 0.180
H 1.535 2.882 -0.201
C 0.162 -1.649 2.520
C -1.050 -2.498 2.856
O -0.849 -3.007 4.168
S 0.353 -2.247 4.951
O 1.417 -3.185 5.178
O -0.186 -1.505 6.050
O 0.680 -1.199 3.784
H 0.007 -0.766 1.908
H 0.956 -2.271 2.098
H -1.116 -3.305 2.122
H -2.023 -2.007 2.808
C 1.301 -2.877 -2.154
C 0.304 -2.724 -0.969
O 0.749 -3.726 -0.023
S 1.293 -5.000 -0.797
O 0.205 -5.802 -1.291
O 2.340 -5.625 -0.057
O 1.905 -4.157 -2.032
H 2.109 -2.150 -2.082
H 0.762 -2.782 -3.095
H -0.743 -2.894 -1.205
H 0.466 -1.803 -0.413
C -2.352 2.616 -3.455
C -2.192 3.936 -2.699
O -3.161 4.812 -3.250
S -4.194 4.076 -4.279
O -3.809 4.343 -5.627
O -5.554 4.359 -3.921
O -3.755 2.600 -3.806
H -2.254 1.674 -2.922
H -1.809 2.523 -4.399
H -1.213 4.357 -2.932
H -2.319 3.850 -1.622
```